# 1
The following is a DFT calculation (ωB97M-V with the def2-TZVPD basis set) of a molecular structure, C22H32BF3FeN2O6S in a non-equilibrium geometry.

Geometry as XYZ:
```
68
Properties=species:S:1:pos:R:3:forces:R:3
Fe 0.460613 1.949374 -2.123661 -3.09 0.22 -2.16
S -2.389901 0.155204 -2.919188 -4.34 1.74 -4.76
F 0.179143 -0.820423 -2.614645 -2.37 -0.70 0.02
F -1.642501 -2.183607 -1.904772 2.03 2.43 -2.18
F -1.116965 -1.971310 -4.100887 0.00 2.49 3.76
O -1.678774 1.519719 -2.900568 2.45 -1.41 1.94
O -8.583978 0.030394 -1.806228 2.49 -1.33 4.21
O -3.025165 0.053079 -4.288916 1.93 -0.44 4.71
O -2.921072 -1.451856 3.008555 -2.34 0.87 -0.35
O -5.716181 0.048689 -3.216016 1.69 -1.44 3.04
O -7.358301 -0.439207 2.815326 1.11 -0.23 -4.70
N -8.231694 -0.573566 0.569970 0.39 -0.75 -0.55
N -4.544544 0.308832 3.802272 -0.08 -2.01 -2.53
C 3.387485 1.835127 0.773021 0.02 0.06 1.05
C -7.154448 -0.454250 1.591705 -0.44 0.16 0.84
C -1.690992 -0.047122 0.464945 -0.60 1.24 -0.45
C 4.194172 0.151826 -1.754407 -0.04 0.50 -0.42
C 4.820289 -2.898309 0.715032 -2.83 -2.48 1.39
C 0.840410 2.279857 0.008129 0.65 0.64 1.44
C -1.432380 1.409310 1.158779 0.54 -0.29 0.11
C -3.656457 -0.005244 -1.556068 -2.11 -0.40 3.57
C -3.240838 -0.113451 -0.024919 -2.07 -0.59 -0.12
C 5.930812 -3.552494 1.701475 1.22 1.91 -0.42
C 4.953556 -1.223923 -1.386273 -0.63 -1.62 -0.29
C 2.310173 2.910491 0.219054 0.37 -1.06 -0.48
C -5.820148 -0.325771 0.719899 2.09 0.95 -3.12
C 4.998903 1.490134 -1.386299 0.34 -0.64 0.30
C 4.853598 1.987721 0.133952 -0.56 0.95 -0.11
C -5.205659 -0.042341 -1.874351 -0.62 -0.06 0.65
C -6.278351 -0.180632 -0.756783 4.07 0.10 1.47
C 5.310554 -1.404878 0.166886 2.62 1.82 -0.68
C 0.160292 1.720955 1.352477 -1.31 0.89 0.19
C -7.875593 -0.219719 -0.821801 0.60 0.97 -1.69
C -4.316714 -0.295163 1.107435 -0.77 0.89 -3.64
C -1.148003 -1.280793 -2.864786 0.19 -3.64 -1.00
B -3.938346 -0.458482 2.687103 0.94 -0.39 1.50
H -1.410675 -0.916338 1.147645 -0.66 1.22 -0.80
H 6.117949 1.277493 -1.579806 -1.75 0.46 0.17
H 6.463506 -1.423950 0.251209 -1.95 0.41 0.17
H 5.405990 -4.413901 2.259497 0.13 0.89 -1.10
H 6.224284 -2.787812 2.518346 -0.35 -1.30 -1.36
H 5.855688 -1.383074 -2.091565 -1.17 0.15 1.55
H 4.832116 -0.648898 0.872589 0.71 -1.20 -0.81
H 6.846754 -3.864128 1.100802 -1.27 0.17 1.05
H -1.940089 2.239011 0.530154 0.91 -1.30 0.91
H 5.611575 1.513243 0.849288 -1.02 0.50 -1.17
H 0.941852 1.355566 -0.720475 0.65 -0.48 2.10
H 4.705122 2.305784 -2.145885 0.34 -1.15 1.23
H 0.211638 2.592655 2.113166 0.12 -1.26 -1.34
H 2.690035 3.270108 -0.807125 -0.47 -0.03 1.48
H 3.486171 2.047679 1.906535 -0.12 -0.41 -1.82
H 4.466341 -3.589723 -0.118670 0.88 0.94 1.04
H -4.873939 -0.409737 4.477558 0.19 1.25 -0.01
H -3.235360 -1.958121 3.790719 0.74 0.51 -0.44
H 0.729673 0.856107 1.836250 -0.71 1.09 -1.04
H 5.087964 3.121419 0.141600 -0.18 -1.82 0.07
H -0.954886 -0.082245 -0.427225 -1.21 -0.13 1.01
H 2.226664 3.759722 0.981619 0.00 -0.98 -1.45
H 3.132348 0.089994 -1.334533 1.32 0.30 -0.35
H 4.216996 -2.080704 -1.655514 0.94 1.41 -0.01
H 0.156896 3.120129 -0.437399 0.49 -0.95 0.48
H -8.482215 -1.578549 0.501541 -0.77 0.78 0.60
H 4.076975 0.149306 -2.908283 0.34 -0.43 1.75
H -5.323065 0.894996 3.471304 0.31 -0.44 0.70
H 3.890499 -2.702765 1.377309 1.29 0.00 -1.37
H -1.886403 1.490013 2.203310 0.46 -0.38 -1.46
H 2.993708 0.747632 0.717564 0.50 1.71 -0.11
H -5.697108 -0.899083 -3.516966 -0.24 1.14 -0.16
```
Forces are in eV/Å.

As for the calculated total energy: -3403.28090 Eh. As for the net charge: +3. The multiplicity is 6. The expectation value of S² is 8.762.

# 2
The following is a DFT calculation (ωB97M-V with the def2-TZVPD basis set) of 7 unconnected molecules or ions with the total composition C22H32Cl6O10 in a non-equilibrium geometry.

Geometry as XYZ:
```
70
Properties=species:S:1:pos:R:3:forces:R:3
Cl -4.026263 1.486743 -3.811948 -0.03 -0.08 0.13
Cl -1.786022 0.640350 -5.442302 0.21 -0.36 -0.11
Cl -6.393976 -2.027481 0.291869 0.05 0.47 -0.17
Cl -4.140153 -1.519390 -1.383270 0.46 0.06 -0.38
Cl -6.771529 -0.359073 -2.107516 0.69 -0.33 0.50
Cl -1.328481 2.167380 -3.044315 0.69 0.19 0.74
O 4.105018 -3.647007 -4.208942 -0.88 1.09 1.28
O 0.653089 -2.220548 3.605717 1.93 0.62 -0.84
O 0.970422 0.957573 -0.275653 1.74 -0.01 -0.69
O 2.445238 -2.746158 -2.970147 -0.43 0.08 -0.10
O -0.440009 2.529474 0.420621 1.69 2.00 -0.43
O 4.711049 1.378034 -1.439090 -0.16 0.21 -0.04
O -4.549891 0.813545 3.623832 -0.62 -0.21 0.23
O 3.023732 1.541870 -2.905578 -0.20 1.19 -0.30
O -3.401561 -0.895956 2.757904 -0.86 0.46 0.28
O 2.886170 -1.885444 3.775590 -0.53 -0.41 -0.31
C -2.525826 1.457674 0.199369 3.04 0.45 -0.22
C 2.197385 2.661513 -3.421488 0.69 0.15 1.13
C 1.918466 3.526559 -2.154362 -0.05 -1.11 0.71
C -1.788497 2.744811 0.758131 -1.14 -2.06 -0.04
C 3.197799 3.261317 -1.311908 -0.53 0.57 -0.41
C 3.775124 2.007682 -1.851138 -0.16 -1.21 -0.61
C -4.953537 -1.542783 4.398612 -1.44 1.80 -0.81
C -4.390181 -0.368832 3.599267 1.59 -0.66 -1.27
C -0.116005 1.298554 0.039314 -2.12 -0.66 0.74
C 1.687756 -1.753701 3.138040 -1.90 -0.92 1.46
C 3.895698 -1.207699 3.024827 -1.56 0.11 -1.76
C 3.618702 -1.679843 -1.295394 1.59 0.54 0.36
C 2.284908 -1.672590 -1.970678 0.45 0.33 -2.80
C -3.165487 -2.274861 3.105584 2.77 0.74 -0.41
C -1.337008 0.454390 0.230806 -1.12 -0.68 -2.77
C -2.389281 1.875319 -4.361869 -1.01 0.71 -1.29
C 4.634131 -2.146755 -2.385714 -0.51 1.23 -0.10
C 3.737235 -2.914195 -3.299169 0.81 -1.72 -1.49
C -5.607548 -0.834342 -0.791648 -1.45 -0.55 -0.34
C 1.808382 -0.886908 1.922216 2.44 -0.18 0.78
C 3.128444 -0.123880 2.279764 0.12 0.55 -1.33
C -4.450623 -2.758049 3.689819 -0.21 -0.85 -0.76
H -4.211780 -3.564668 4.377103 -0.54 -0.38 -0.18
H -2.282042 -2.234084 3.801607 -0.99 -0.30 -0.06
H 1.891735 4.583384 -2.351375 -0.40 0.35 -0.40
H -5.111353 -3.030824 2.830674 0.29 -0.16 0.97
H 2.831230 3.269768 -4.065215 0.10 -0.21 -0.32
H -1.375382 -0.461547 -0.455648 -0.02 1.59 0.58
H 3.091437 0.788154 2.874222 -0.87 -0.19 0.43
H 1.353392 2.278386 -4.012138 0.30 -0.03 0.61
H 3.869440 -0.678294 -0.915311 0.00 -0.58 0.16
H 4.975503 -1.267882 -2.941893 -0.09 0.07 -0.08
H 2.053837 -1.504442 1.044527 -0.41 0.16 0.18
H 4.589028 -0.804157 3.666891 1.59 0.69 1.65
H -1.276145 0.028491 1.167934 0.21 -0.87 2.40
H 1.006042 3.218082 -1.609544 0.53 0.15 -0.36
H 3.640655 -2.444203 -0.538484 -0.14 -0.11 0.75
H 3.145366 3.146805 -0.235973 -0.61 -0.03 0.16
H 5.572612 -2.687012 -2.169082 -0.83 0.03 0.47
H 4.388804 -1.854909 2.310449 0.05 -0.55 0.00
H -5.443306 0.070060 -0.252730 0.32 0.38 0.45
H -4.462462 -1.378080 5.321667 0.29 -0.21 1.42
H 2.086509 -0.740632 -2.593196 0.26 -0.95 1.12
H -3.205201 1.221487 0.958947 -1.83 -0.68 0.29
H -6.052005 -1.385518 4.517369 0.88 -0.42 0.00
H -2.216432 3.595565 0.255205 0.38 0.67 0.11
H -2.706039 -2.783024 2.223161 -1.03 0.22 0.43
H 1.420550 -1.922563 -1.391451 -0.33 -0.07 0.48
H 3.637091 0.262264 1.379532 -0.04 -0.61 0.13
H 0.922818 -0.335691 1.796260 -0.84 0.64 -0.29
H -2.785298 1.594319 -0.859483 -0.78 0.04 0.72
H -2.487439 2.790620 -4.970270 0.16 -0.45 0.50
H 3.866891 4.097359 -1.457578 0.55 0.08 -0.17
H -1.844927 2.795492 1.864672 -0.22 0.18 -0.68
```
Forces are in eV/Å.

As for the calculated total energy: -4371.05218 Eh. As for the net charge: 0. The multiplicity is 1. Its structure (SMILES) is ClC(Cl)Cl.ClC(Cl)Cl.O=C1CCCO1.O=C1CCCO1.O=C1CCCO1.O=C1CCCO1.O=C1CCCO1.

# 3
The following is a DFT calculation (ωB97M-V with the def2-TZVPD basis set) of a molecular structure, C22H32ClO19PS in a non-equilibrium geometry.

Geometry as XYZ:
```
76
Properties=species:S:1:pos:R:3:forces:R:3
Cl -1.550961 7.643514 -0.623561 0.38 0.32 -1.56
S 1.537039 9.847932 -3.150174 0.50 -0.53 -5.24
P 0.044256 7.754004 -2.085285 0.42 -1.82 -1.03
O 0.611663 -0.133686 -1.858692 0.84 0.22 1.18
O -1.324259 -7.102636 -0.740129 0.48 0.06 1.02
O 1.243223 -4.216891 -0.264412 -1.37 0.89 0.14
O -0.106812 -7.036945 1.196933 -2.11 0.15 -1.14
O 4.210054 3.035430 -3.274029 0.93 1.03 0.32
O 1.829110 -0.067996 0.078369 -2.47 -1.32 -1.13
O -3.977949 3.144678 4.403083 -0.55 -0.23 -0.85
O -5.454260 2.729996 2.703893 2.37 -0.36 1.11
O -2.389942 -6.879375 1.232992 1.26 -0.11 -0.27
O -3.392700 1.736424 2.743856 -0.98 0.61 0.16
O -0.215741 6.520855 -3.327344 -2.42 3.52 1.15
O 4.455361 3.770223 -1.157750 0.93 0.54 -1.50
O 5.817768 4.594597 -2.801850 -1.60 -1.15 0.45
O 1.980360 9.229661 -4.513444 -1.53 1.88 5.60
O 0.657974 -2.808637 1.394816 -0.86 -0.26 -1.06
O -0.818337 -3.223319 -0.304374 1.80 -0.20 0.83
O 2.465436 9.251688 -1.849249 2.87 -2.75 -2.88
O -0.091237 9.294008 -2.894815 1.20 -2.11 1.15
O -0.454020 0.089575 0.114428 1.69 0.04 -0.26
C 3.262536 3.003972 -1.207482 -0.77 -0.84 1.24
C -4.372107 2.555049 3.233576 -2.22 0.37 -1.02
C -1.394442 0.731471 3.649071 -0.05 -0.32 -0.38
C 3.501679 8.335638 -2.431539 3.93 -8.63 -0.22
C -2.231689 1.987496 3.519396 1.23 -0.80 0.23
C 3.097540 2.190292 0.059838 0.17 0.92 0.26
C 2.404234 -3.965820 0.511129 1.30 -0.75 0.24
C 3.471064 2.167413 -2.433576 -0.70 -0.67 -0.23
C -0.767142 -0.358524 -2.091639 -0.63 -0.18 -0.93
C 1.824663 -3.495389 1.810904 0.58 0.21 0.77
C -1.176390 -7.006043 0.616180 1.86 -0.03 0.95
C 0.263816 -3.398267 0.225309 -1.14 0.00 -0.57
C 4.266059 7.148584 -2.643500 -6.54 8.22 1.44
C -1.407728 0.309268 -0.912518 -1.61 -0.16 -0.16
C -2.811260 2.457926 4.819171 0.46 0.30 0.70
C 0.759533 -0.037093 -0.502384 0.87 -0.71 0.84
C -4.683681 -7.256101 0.585520 -0.08 -0.06 0.46
C -2.747758 -0.287151 -0.533043 -0.11 -0.14 0.51
C 3.241481 -5.221845 0.640804 -0.09 -0.38 -0.29
C -2.703065 -7.327474 -0.973075 -0.31 0.01 -0.84
C -3.343651 -6.659682 0.206045 -1.43 -0.08 -0.03
C 4.908442 3.868479 -2.443936 0.99 0.41 -0.13
H -1.055239 6.798624 -3.839753 1.76 -0.85 0.80
H -2.137545 3.128294 5.360124 -0.25 0.01 -0.09
H -2.658718 -1.360178 -0.329955 0.16 0.16 -0.17
H 3.045581 2.850675 0.932457 -0.03 0.04 -0.17
H -3.112841 1.641002 5.484352 0.15 -0.06 -0.15
H -5.422807 -7.108879 -0.207728 0.14 0.04 0.08
H 2.529387 1.876095 -2.907172 0.24 0.11 -0.06
H 1.523082 -4.312313 2.476085 0.12 -0.07 -0.18
H 4.698802 6.098597 -3.012146 -0.51 3.05 0.80
H -4.594640 -8.329128 0.788608 0.08 0.14 -0.15
H -1.078108 0.380793 2.660523 0.08 0.13 0.18
H -5.058322 -6.796014 1.506516 0.01 0.02 -0.24
H -3.122399 0.172936 0.387953 -0.01 0.08 -0.24
H -3.013714 -6.886337 -1.924291 0.24 -0.04 0.13
H 4.130903 -5.044756 1.253005 -0.12 0.09 -0.10
H -0.937207 -1.440476 -2.126826 -0.11 0.15 0.18
H 2.980547 -3.175438 0.015114 -0.13 0.04 0.11
H -1.503151 1.391510 -1.062576 0.09 -0.07 -0.05
H 2.189642 1.580600 0.024908 0.87 1.06 0.07
H -1.655376 2.777877 3.023382 -0.09 0.02 0.10
H -0.505020 0.908559 4.261273 -0.12 0.06 -0.10
H 2.662733 -6.037261 1.088806 -0.02 0.23 0.01
H -1.973190 -0.083946 4.097074 0.01 0.22 0.04
H -1.077791 0.082613 -3.042855 0.25 0.01 0.14
H -3.439074 -5.577440 0.055988 0.10 -0.10 -0.07
H -3.486884 -0.139929 -1.326291 0.15 0.09 0.07
H -2.873130 -8.409426 -1.008263 -0.15 0.10 0.12
H 2.498378 -2.825021 2.351857 -0.26 0.05 -0.13
H 2.419034 3.694654 -1.327201 0.08 -0.03 -0.12
H 3.957955 1.531124 0.220284 -0.20 0.00 -0.19
H 3.557815 -5.572523 -0.347745 0.05 0.16 0.17
H 4.073143 1.269815 -2.253021 -0.11 0.09 0.17
```
Forces are in eV/Å.

As for the calculated total energy: -3486.65535 Eh. As for the net charge: 0. The multiplicity is 1.